# 1
{
  "formula": "C17H25N5O3",
  "method": "the ωB97M-V functional and the def2-TZVPD basis",
  "elements": ["O", "O", "O", "N", "N", "N", "N", "N", "C", "C", "C", "C", "C", "C", "C", "C", "C", "C", "C", "C", "C", "C", "C", "C", "C", "H", "H", "H", "H", "H", "H", "H", "H", "H", "H", "H", "H", "H", "H", "H", "H", "H", "H", "H", "H", "H", "H", "H", "H", "H"],
  "positions_angstrom": [[1.705, -0.320, 0.543], [-1.226, -3.861, -0.615], [0.456, -3.476, 3.526], [0.830, -0.357, -1.840], [-0.427, 2.609, -1.436], [-0.316, -3.621, 1.409], [-2.503, 3.133, -1.970], [1.014, -1.841, 2.044], [0.704, 1.826, 2.806], [0.788, -0.401, 4.043], [-1.243, 3.342, -2.231], [0.187, -1.964, -0.237], [-0.893, -1.901, -2.543], [0.387, -3.013, 2.412], [1.497, 1.795, -2.749], [1.738, -1.138, 3.097], [-1.246, 1.881, -0.619], [-2.522, 2.222, -0.962], [-0.515, -3.185, 0.104], [0.076, -1.394, -1.523], [-0.090, 0.647, 3.357], [0.748, 0.486, -3.004], [-2.301, -1.365, -2.259], [1.007, 2.531, -1.490], [1.013, -1.324, 0.764], [1.426, 3.542, -1.483], [-0.573, -1.596, -3.539], [-0.785, -4.485, 1.656], [-0.929, -2.988, -2.497], [1.393, 0.080, 4.813], [2.427, -0.449, 2.611], [-0.859, 1.210, 0.119], [0.151, -1.141, 4.530], [0.030, 2.576, 2.396], [1.347, 2.016, -0.589], [-0.877, 4.018, -2.978], [1.293, 2.289, 3.595], [1.377, 1.501, 2.018], [-3.449, 1.874, -0.551], [1.194, -0.015, -3.873], [-2.977, -1.681, -3.049], [1.462, -0.062, -1.082], [2.564, 1.596, -2.635], [-0.299, 0.704, -3.241], [-2.665, -1.766, -1.318], [1.363, 2.435, -3.623], [-0.655, 0.176, 2.548], [2.301, -1.883, 3.664], [-0.816, 1.014, 4.086], [-2.313, -0.278, -2.202]],
  "smiles": "CCCCN1C(=O)NC(=O)/C(=C(\\CC)NCCCn2ccnc2)C1=O",
  "homo_energy_ev": -8.9
}

---

# 2
{
  "formula": "C17H25NO4",
  "method": "the ωB97M-V functional and the def2-TZVPD basis",
  "elements": ["O", "O", "O", "O", "N", "C", "C", "C", "C", "C", "C", "C", "C", "C", "C", "C", "C", "C", "C", "C", "C", "C", "H", "H", "H", "H", "H", "H", "H", "H", "H", "H", "H", "H", "H", "H", "H", "H", "H", "H", "H", "H", "H", "H", "H", "H", "H"],
  "positions_angstrom": [[5.361, -1.092, -1.062], [-1.992, -1.611, 0.164], [4.733, 3.536, -3.064], [2.656, 4.582, -1.860], [2.225, -1.714, 0.521], [3.817, 0.705, -0.804], [0.137, -2.379, -0.568], [-5.397, -0.051, 0.430], [-4.063, 0.436, 2.538], [2.321, 2.607, -0.479], [-4.293, -0.973, -0.081], [2.972, 3.301, -1.523], [1.628, -2.117, -0.742], [-0.652, -1.176, -0.032], [-2.928, -0.561, 0.467], [3.719, -1.580, 0.545], [4.344, -0.656, -0.497], [4.061, 2.741, -2.159], [-2.967, -0.488, 2.024], [-5.450, 0.090, 1.946], [2.753, 1.331, -0.108], [4.459, 1.431, -1.848], [-5.258, 0.963, 0.019], [1.899, -2.290, 1.301], [-3.136, -1.512, 2.455], [-6.169, 0.878, 2.149], [-6.384, -0.394, 0.093], [-0.223, -0.826, 0.911], [-4.085, 0.370, 3.611], [-4.292, -0.955, -1.181], [5.526, 3.090, -3.362], [5.288, 1.029, -2.417], [-0.312, -2.604, -1.522], [-3.829, 1.494, 2.339], [-0.037, -3.223, 0.125], [-0.587, -0.339, -0.784], [3.384, 4.866, -2.461], [-2.603, 0.363, 0.043], [-1.992, -0.122, 2.354], [4.184, -2.550, 0.324], [2.074, -3.023, -1.147], [-4.552, -1.995, 0.260], [-5.826, -0.859, 2.365], [1.458, 3.050, 0.003], [1.725, -1.311, -1.474], [2.231, 0.786, 0.663], [4.071, -1.252, 1.526]],
  "smiles": "O=C(CNCCCOC1CCCCC1)c1ccc(O)c(O)c1",
  "homo_energy_ev": -8.7
}

---

# 3
{
  "formula": "C17H26AsN6OS6W",
  "method": "the ωB97M-V functional and the def2-TZVPD basis",
  "elements": ["W", "As", "S", "S", "S", "S", "S", "S", "O", "N", "N", "N", "N", "N", "N", "C", "C", "C", "C", "C", "C", "C", "C", "C", "C", "C", "C", "C", "C", "C", "C", "C", "H", "H", "H", "H", "H", "H", "H", "H", "H", "H", "H", "H", "H", "H", "H", "H", "H", "H", "H", "H", "H", "H", "H", "H", "H", "H"],
  "positions_angstrom": [[-1.257, -0.300, 0.183], [-2.003, -2.701, 0.507], [-4.006, -3.129, 0.158], [-3.293, 0.129, -1.370], [-0.800, -4.169, 1.421], [-0.344, 1.412, -1.546], [-0.811, -2.016, -1.325], [-0.937, -0.673, 2.374], [-3.439, -0.107, 1.220], [-2.161, 1.686, 1.007], [1.781, -1.960, 0.842], [1.573, 0.918, 1.171], [2.334, -0.272, -1.336], [-0.685, 3.438, 0.911], [-4.142, 1.774, 2.312], [3.224, 0.655, -0.680], [2.858, -2.324, -0.060], [-3.682, 2.923, -4.220], [2.791, -1.637, -1.434], [-3.921, 1.896, -3.325], [-1.646, 2.001, -2.559], [2.497, 1.606, 0.271], [-5.268, 1.019, 2.858], [-1.840, 2.912, 1.358], [-2.420, 3.505, -4.292], [2.170, -1.421, 2.119], [-3.815, 3.038, 2.689], [-2.912, 1.420, -2.478], [-3.264, 1.068, 1.503], [-2.703, 3.661, 2.248], [-1.412, 3.037, -3.464], [2.302, 0.124, 2.177], [-0.591, 4.437, 0.959], [1.176, -2.762, 0.999], [1.417, -1.730, 2.841], [-5.980, 1.725, 3.282], [3.954, 0.087, -0.096], [2.081, -2.169, -2.069], [-4.482, 3.271, -4.864], [1.934, 2.340, -0.307], [3.366, 0.383, 2.107], [-0.419, 3.468, -3.518], [3.807, 1.262, -1.388], [1.974, 0.440, 3.170], [-4.902, 1.438, -3.270], [2.015, 0.076, -2.227], [2.852, -3.406, -0.232], [3.271, 2.151, 0.840], [-5.727, 0.448, 2.055], [-0.346, 2.990, 0.047], [-2.458, 4.666, 2.551], [1.009, 1.615, 1.640], [-2.221, 4.306, -4.992], [-4.510, 3.519, 3.365], [3.823, -2.092, 0.410], [3.134, -1.837, 2.461], [-4.914, 0.323, 3.617], [3.792, -1.726, -1.898]],
  "total_charge": -1,
  "homo_energy_ev": [-4.0, -4.0]
}

---

# 4
{
  "formula": "C17H26Br27N2O2S",
  "method": "the ωB97M-V functional and the def2-TZVPD basis",
  "elements": ["Br", "Br", "Br", "Br", "Br", "Br", "Br", "Br", "Br", "Br", "Br", "Br", "Br", "Br", "Br", "Br", "Br", "Br", "Br", "Br", "Br", "Br", "Br", "Br", "Br", "Br", "Br", "S", "O", "O", "N", "N", "C", "C", "C", "C", "C", "C", "C", "C", "C", "C", "C", "C", "C", "C", "C", "C", "C", "H", "H", "H", "H", "H", "H", "H", "H", "H", "H", "H", "H", "H", "H", "H", "H", "H", "H", "H", "H", "H", "H", "H", "H", "H", "H"],
  "positions_angstrom": [[7.180, 9.237, -5.523], [4.907, 9.769, -1.464], [-4.918, 4.789, 4.432], [-3.027, 6.212, -3.705], [3.249, 7.055, -1.703], [4.023, 9.517, -5.927], [3.646, 3.744, 0.529], [-2.394, -8.402, -0.772], [6.182, 5.643, 0.944], [1.772, 9.756, -0.842], [-3.314, 0.540, 0.498], [-0.409, -2.254, -1.864], [-2.469, 3.414, 1.611], [0.423, 0.616, -0.670], [-4.333, 7.105, 6.568], [3.354, 6.456, 2.181], [-4.714, -9.958, -2.432], [-1.328, 0.455, -3.340], [-6.725, 5.046, 7.050], [-4.168, 3.182, -1.075], [0.026, 7.041, -3.229], [-0.883, 4.015, -2.810], [-4.720, -9.998, 0.784], [-3.486, 6.693, 0.661], [-0.631, 8.079, 0.965], [-2.406, 7.485, 3.553], [5.311, 6.656, -5.336], [0.178, -5.651, 4.228], [-0.798, -6.868, 1.437], [-0.102, -8.040, -0.316], [1.998, -6.573, -0.888], [-2.565, -5.360, -1.124], [-1.414, 5.867, -2.704], [-0.039, -7.029, 0.471], [-2.418, 7.931, 1.678], [3.195, 8.975, -1.880], [-0.175, -4.780, -1.739], [-5.677, 5.991, 5.735], [1.883, -6.221, 3.928], [0.040, -0.404, -2.269], [4.525, 5.003, 1.698], [-3.614, -9.902, -0.813], [0.584, -4.683, -0.393], [2.170, -6.741, 2.498], [5.443, 8.554, -5.042], [1.147, -6.045, 0.187], [-1.705, -4.271, -1.582], [-2.840, 2.346, 0.052], [1.919, -5.612, 1.466], [-0.216, -5.802, -2.148], [-6.351, 6.650, 5.206], [4.772, 4.476, 2.608], [5.322, 8.719, -3.980], [1.391, -3.938, -0.398], [2.142, -6.947, 4.710], [-3.545, -5.112, -1.226], [-0.619, -6.730, 4.041], [2.182, -7.559, -0.729], [-2.884, 8.902, 1.584], [-2.449, -5.488, -0.119], [1.420, -4.732, 1.896], [0.946, -0.408, -2.861], [-1.921, 2.295, -0.521], [2.532, -5.350, 4.103], [-1.634, 6.079, -1.665], [-2.096, -3.863, -2.517], [-1.760, -3.498, -0.813], [3.254, -6.958, 2.479], [1.666, -7.685, 2.262], [2.906, -5.242, 1.133], [0.380, -4.183, -2.451], [-3.012, -10.800, -0.825], [2.985, 9.202, -2.918], [2.876, -6.061, -0.909], [-0.171, -4.348, 0.344]],
  "total_charge": -1,
  "homo_energy_ev": -4.7
}

---

Number 1: largest force on an atom 0.625 eV Å⁻¹. Number 2: largest force on an atom 2.804 eV Å⁻¹. Number 3: largest force on an atom 1.818 eV Å⁻¹. Number 4: largest force on an atom 5.322 eV Å⁻¹.